{"formula": "C2N10O", "method": "ωB97M-V with the def2-TZVPD basis set", "symbols": ["C", "C", "N", "N", "N", "N", "N", "N", "N", "N", "N", "N", "O"], "coordinates": [[-1.72676, -0.27840, -0.13440], [1.77028, 0.29466, 0.04028], [-2.45707, 0.23850, 0.84746], [2.67592, 0.25949, 1.03861], [-2.43485, -0.95000, -1.08620], [2.22830, -0.26362, -1.07720], [-3.70093, -0.21430, 0.48818], [3.75284, -0.25315, 0.50557], [-3.66557, -0.76711, -0.70522], [3.51036, -0.52739, -0.73433], [-0.42858, -0.33268, -0.29514], [0.39695, 0.50881, 0.16586], [0.11432, 1.57747, 0.82659]], "mulliken_charge": [0.526, 0.504, -0.240, -0.320, -0.326, -0.296, -0.433, -0.389, -0.370, -0.390, -0.491, 0.898, -0.673], "charge": -2, "total_energy_ha": -698.89729, "de_lowest_ev": 0.0000, "largest_force_ha_per_bohr": 0.1018, "multiplicity": 1, "e_lumo_ev": [7.08, 7.08], "mol_weight_g_mol": 180.1, "gap_ev": [8.39, 8.39]}

=====

{"formula": "C2N2OS", "method": "ωB97M-V with the def2-TZVPD basis set", "symbols": ["C", "C", "N", "N", "O", "S"], "coordinates": [[0.88174, -0.36134, -0.30869], [-1.26913, -0.01530, 0.70816], [-0.09344, -0.12863, 0.50973], [1.77623, -0.51335, -1.00692], [-2.35708, 0.11954, 1.04419], [1.90579, 2.23559, -2.02096]], "mulliken_charge": [0.501, 0.595, -0.293, -0.435, -0.332, -0.036], "charge": 0, "total_energy_ha": -659.02083, "de_lowest_ev": 1.5201, "largest_force_ha_per_bohr": 0.0196, "multiplicity": 1, "e_lumo_ev": [-2.42, -2.42], "mol_weight_g_mol": 100.1, "gap_ev": [7.36, 7.36]}

=====

{"formula": "C2N3O2S", "method": "ωB97M-V with the def2-TZVPD basis set", "symbols": ["C", "C", "N", "N", "N", "O", "O", "S"], "coordinates": [[-0.99826, 0.76506, 0.90916], [1.88209, 0.04676, 0.16564], [-0.15572, 0.15370, 0.17699], [-0.62523, -0.69838, -0.82075], [-1.82034, -0.63430, -0.93218], [2.04915, 0.28072, -0.97114], [2.32011, -0.15086, 1.21585], [-2.65181, 0.23731, 0.25642]], "mulliken_charge": [-0.298, 0.727, 0.056, -0.204, -0.257, -0.487, -0.470, -0.066], "charge": -1, "total_energy_ha": -789.14686, "de_lowest_ev": 0.6025, "largest_force_ha_per_bohr": 0.0905, "multiplicity": 1, "e_lumo_ev": 3.62, "mol_weight_g_mol": 130.1, "gap_ev": 7.94}

=====

{"formula": "C2Na7O6", "method": "ωB97M-V with the def2-TZVPD basis set", "symbols": ["Na", "Na", "Na", "Na", "Na", "Na", "Na", "C", "O", "O", "O", "C", "O", "O", "O"], "coordinates": [[1.39227, -2.53586, -0.04497], [-2.02509, -3.27650, 1.75927], [0.66872, -1.50128, 4.03631], [1.64413, 1.11049, -0.85062], [-1.66338, 0.39196, 3.42896], [-1.94069, 0.87418, -0.73768], [1.47445, 2.45149, 2.36411], [-0.05738, -0.45535, 1.12907], [-0.30333, -1.46892, 1.77946], [-0.03088, -0.48277, -0.05714], [0.25576, 0.37452, 1.91908], [0.12684, 1.18667, -3.69819], [0.23452, 0.24115, -2.85604], [0.11591, 2.33677, -3.29926], [0.10819, 0.75340, -4.87236]], "mulliken_charge": [0.871, 0.946, 0.830, 0.874, 0.798, 0.868, 0.937, -0.027, -0.822, -1.026, -0.581, 0.844, -0.578, -0.545, -0.390], "charge": 3, "total_energy_ha": -1662.84806, "de_lowest_ev": 0.0000, "largest_force_ha_per_bohr": 0.2327, "multiplicity": 1, "e_lumo_ev": -11.41, "mol_weight_g_mol": 280.9, "gap_ev": 2.20}

=====

{"formula": "C2O6S", "method": "ωB97M-V with the def2-TZVPD basis set", "symbols": ["O", "C", "O", "C", "O", "S", "O", "O", "O"], "coordinates": [[1.54228, 1.30465, 0.51673], [1.54382, 0.33722, -0.21904], [2.32419, -0.00896, -1.12790], [0.36644, -0.65083, -0.16068], [0.56368, -1.84416, -0.00026], [-1.34614, 0.12366, 0.14486], [-1.16330, 1.57637, -0.00647], [-2.44906, -0.46263, -0.72026], [-1.38190, -0.37531, 1.57303]], "mulliken_charge": [-0.644, 0.514, -0.736, 0.426, -0.568, 1.039, -0.634, -0.710, -0.687], "charge": -2, "total_energy_ha": -925.85617, "de_lowest_ev": 0.0000, "largest_force_ha_per_bohr": 0.0497, "multiplicity": 1, "e_lumo_ev": 6.60, "mol_weight_g_mol": 152.1, "gap_ev": 6.90}